Run i
ORCA calculation (ωB97M-V with the def2-TZVPD basis set) on a cluster of 2 separate species, H5NO2 in total.

ORCA input file:
```
! wB97M-V def2-TZVPD RIJCOSX def2/J DEFGRID3
* xyz 0 1
H 0.9605 -2.4115 -0.0761
H 1.0194 -0.8855 -0.3839
H 0.4967 1.1077 -0.7273
H -1.7240 0.4025 0.6492
H -1.1026 1.8753 0.9281
N -1.2403 1.1066 0.2385
O 1.4579 -1.7527 -0.6176
O 0.1324 0.5576 -0.0109
*
```

Properties
* SMILES: NO.O
* highest occupied orbital energy: -10.4 eV
* LUMO: 0.91 eV

---

Run ii
ORCA calculation (ωB97M-V with the def2-TZVPD basis set) on a cluster of 2 separate species, H5NO2 in total.

ORCA input file:
```
! wB97M-V def2-TZVPD RIJCOSX def2/J DEFGRID3
* xyz 0 1
H -0.7536 0.3407 -0.8148
H -1.8174 -0.7733 -1.5413
H -1.6764 -0.6604 -0.0147
H 0.8491 -0.4952 1.6392
H 1.6561 1.4592 0.1211
N -1.0980 -0.6187 -0.8114
O 0.8128 0.0068 0.7959
O 2.0273 0.7409 0.6260
*
```

Properties
* SMILES: OO.N
* highest occupied orbital energy: -9.7 eV
* LUMO: 0.95 eV

---

Last place for stability: run ii

---

Run i
ORCA calculation (ωB97M-V with the def2-TZVPD basis set) on a cluster of 4 separate species, C3H16NO3 in total.

ORCA input file:
```
! wB97M-V def2-TZVPD RIJCOSX def2/J DEFGRID3
* xyz 1 1
C -2.6956 -0.5688 -0.9511
C -1.7397 -1.3585 -0.0524
N -0.2899 -0.7367 -0.0115
C 0.5451 -1.6716 0.7993
H -2.3314 -0.6525 -2.0122
H -3.7430 -0.9568 -0.9948
H -2.7641 0.5073 -0.7793
H -2.1577 -1.3693 0.9528
H -1.7016 -2.3993 -0.4039
H -0.3075 0.2550 0.3691
H 0.0899 -0.7190 -0.9272
H 0.3474 -1.6374 1.9156
H 1.5575 -1.3645 0.7541
H 0.5315 -2.6971 0.5398
H 0.9974 1.7723 1.5383
H -0.5248 2.0446 1.7820
O 0.1119 1.6464 1.1528
H 1.4384 0.2383 -2.6301
H 0.4567 -0.5239 -3.5346
O 0.7032 -0.3707 -2.6110
H 3.2122 2.7187 0.9872
H 3.0461 2.2402 2.4086
O 2.5879 2.3862 1.6257
*
```

Properties
* highest occupied orbital energy: -15.4 eV
* LUMO: -2.67 eV

---

Run ii
ORCA calculation (ωB97M-V with the def2-TZVPD basis set) on a cluster of 4 separate species, C3H16NO3 in total.

ORCA input file:
```
! wB97M-V def2-TZVPD RIJCOSX def2/J DEFGRID3
* xyz 1 1
C -2.0232 -0.6718 1.1644
C -1.3122 -1.0154 -0.1707
C -2.2435 -1.6365 -1.1270
N -0.6507 0.3169 -0.6873
H -1.3561 -0.2444 1.9033
H -2.8367 -0.0502 1.0362
H -2.4091 -1.6064 1.6170
H -0.3885 -1.7766 0.1975
H -2.9138 -2.4277 -0.7064
H -1.7377 -1.9417 -2.0894
H -2.9641 -0.9563 -1.5964
H 0.0904 0.5291 -0.1883
H -0.3302 0.1912 -1.6281
H -1.2591 1.1781 -0.6690
H 0.5719 2.5078 1.3801
H 0.3924 1.4704 2.3057
O 0.3243 1.5986 1.3814
H 3.3222 3.7930 2.5972
H 2.5276 3.5923 3.9770
O 2.3769 3.6735 3.0772
H 3.4741 -2.6592 -4.0656
H 2.4755 -3.7008 -3.5830
O 2.4700 -2.7939 -3.8183
*
```

Properties
* highest occupied orbital energy: -13.9 eV
* LUMO: -2.92 eV

---

Last place for stability: run ii

---

Run i
ORCA calculation (ωB97M-V with the def2-TZVPD basis set) on a cluster of 2 separate species, C5H9NO3 in total.

ORCA input file:
```
! wB97M-V def2-TZVPD RIJCOSX def2/J DEFGRID3
* xyz 0 1
C 2.5768 0.8021 -2.4194
N 1.8527 0.3621 -1.2351
C 1.8763 1.1136 -0.0863
C 1.3023 0.7045 1.0791
C 0.4609 -0.4839 1.0788
O 0.9429 -1.4689 -0.1546
C 1.2568 -0.9107 -1.2959
O 0.8730 -1.3686 -2.3592
H 1.9058 0.7916 -3.2853
H 2.9212 1.8310 -2.2765
H 3.4421 0.1529 -2.6096
H 2.4292 2.0519 -0.1475
H 1.6092 1.1608 2.0193
H 0.5553 -1.0996 1.9783
H -0.5988 -0.2720 0.8681
O -1.6353 -1.0020 4.0303
H -0.8035 -0.6024 3.7529
H -2.1654 -1.0441 3.2247
*
```

Properties
* SMILES: CN1C=CCOC1=O.O
* highest occupied orbital energy: -8.7 eV
* LUMO: 0.54 eV

---

Run ii
ORCA calculation (ωB97M-V with the def2-TZVPD basis set) on an isolated molecule of C5H9NO3.

ORCA input file:
```
! wB97M-V def2-TZVPD RIJCOSX def2/J DEFGRID3
* xyz 0 1
C -0.5676 0.9453 -0.9061
C 0.7835 -2.0485 1.0592
C 0.0123 0.5323 -2.2622
C 0.6276 1.3386 -0.0005
C 0.2331 -0.6762 1.2404
O 1.1006 0.3486 0.7890
O -1.3349 0.7992 1.9786
N -0.8183 -0.4949 1.9078
O 1.1839 2.3909 -0.0748
H -2.1001 0.7154 2.5642
H -1.1809 1.8388 -1.0154
H -1.1965 0.1465 -0.5180
H 0.8112 -2.2958 0.0030
H 1.8005 -2.0740 1.4395
H 0.1739 -2.7658 1.5939
H -0.7861 0.2363 -2.9384
H 0.7045 -0.3023 -2.1526
H 0.5533 1.3655 -2.7076
*
```

Properties
* SMILES: CCC(=O)O/C(C)=N\O
* highest occupied orbital energy: -10.0 eV
* LUMO: 0.77 eV

---

Last place for stability: run ii

---

Run i
ORCA calculation (ωB97M-V with the def2-TZVPD basis set) on a structure of composition C37H32ClFIKN9O.

ORCA input file:
```
! wB97M-V def2-TZVPD RIJCOSX def2/J DEFGRID3
* xyz -1 1
K -0.1588 0.6021 0.2748
C -4.2583 -0.0682 -2.3300
C -4.1831 0.7631 -3.4304
C -3.2214 1.7636 -3.4557
C -2.3737 1.8923 -2.3641
N -2.4513 1.0979 -1.2996
C -3.3650 0.1332 -1.2852
C -1.2669 2.9200 -2.3457
C -1.3059 4.0584 -3.1438
C -0.2315 4.9333 -3.1078
C 0.8427 4.6491 -2.2828
C 0.7872 3.4995 -1.5073
N -0.2447 2.6623 -1.5341
H -4.9707 -0.8802 -2.2788
H -4.8479 0.6257 -4.2741
H -3.1165 2.3983 -4.3244
H -3.3505 -0.5130 -0.4149
H -2.1627 4.2674 -3.7684
H -0.2401 5.8295 -3.7158
H 1.7042 5.3005 -2.2219
H 1.5945 3.2348 -0.8317
N 3.7001 -2.3049 1.2248
C 3.1050 -2.7360 2.3911
C 1.9174 -2.0740 2.4568
N 1.7597 -1.2651 1.3582
C 2.8395 -1.4253 0.6417
C 3.0964 -0.7419 -0.6318
N 2.3574 0.2211 -1.1151
C 2.9252 0.5507 -2.3221
C 3.9941 -0.2495 -2.5786
N 4.1087 -1.0709 -1.4798
H 4.5930 -2.6040 0.8799
H 3.5737 -3.4541 3.0399
H 1.1533 -2.1459 3.2128
H 2.4919 1.3005 -2.9628
H 4.6478 -0.3365 -3.4278
H 4.7204 -1.8632 -1.4141
Cl 1.4489 5.9917 5.3222
C 0.7223 4.6960 4.3929
C -0.6135 4.4599 4.4970
C -1.2286 3.4269 3.7721
I -3.2629 3.1071 4.0282
C -0.5331 2.5575 2.9201
O -1.0504 1.6000 2.2800
C 0.9092 2.8577 2.8009
N 1.6199 2.0782 1.9426
C 2.9070 2.2693 1.8229
C 3.6095 3.2661 2.5268
C 2.9147 4.0815 3.3708
C 1.5239 3.8966 3.5360
H -1.2125 5.0776 5.1534
H 3.4284 1.6206 1.1233
H 4.6768 3.3783 2.3857
H 3.4129 4.8699 3.9189
C -3.0786 -1.3082 4.7769
C -2.7053 -1.7706 3.4080
C -2.7958 -2.9977 2.7836
C -2.2524 -2.7983 1.4932
N -1.8529 -1.5434 1.3473
N -2.1329 -0.9375 2.5247
C -2.0463 -3.7625 0.3696
H -3.7669 -2.0107 5.2458
H -3.5579 -0.3286 4.7478
H -2.1995 -1.2195 5.4188
H -3.2023 -3.9068 3.1959
H -1.8864 0.0520 2.6294
H -2.9323 -4.3763 0.1954
H -1.2168 -4.4405 0.5843
H -1.7820 -3.2220 -0.5419
F 0.8094 -6.6448 -4.6874
C 0.5832 -5.4512 -4.0222
C 0.9353 -5.3222 -2.6927
C 0.7095 -4.1318 -2.0250
C 0.1168 -2.9752 -2.6500
C -0.0734 -1.7835 -1.9715
C -0.2376 -3.1955 -4.0292
C -0.0077 -4.3889 -4.6853
H 1.3837 -6.1637 -2.1741
H 0.9902 -4.0625 -0.9769
H 0.2519 -1.7254 -0.9391
H -0.4953 -0.9041 -2.4458
H -0.7032 -2.3822 -4.5782
H -0.2901 -4.5035 -5.7270
*
```

Properties
* highest occupied orbital energy: -1.8 eV
* LUMO: 1.88 eV

---

Run ii
ORCA calculation (ωB97M-V with the def2-TZVPD basis set) on a structure of composition C37H32ClFIKN9O.

ORCA input file:
```
! wB97M-V def2-TZVPD RIJCOSX def2/J DEFGRID3
* xyz -1 1
K -0.1147 0.5357 -0.1650
C -1.0758 -3.8174 3.1490
C -0.0664 -4.7613 3.2438
C 1.0914 -4.5805 2.5012
C 1.1912 -3.4505 1.6999
N 0.2355 -2.5390 1.6175
C -0.8767 -2.7198 2.3208
C 2.3988 -3.1718 0.8688
C 3.0529 -4.1803 0.1716
C 4.1456 -3.8460 -0.6120
C 4.5463 -2.5222 -0.6754
C 3.8340 -1.5840 0.0596
N 2.7904 -1.8973 0.8195
H -1.9998 -3.9219 3.7008
H -0.1736 -5.6234 3.8902
H 1.9117 -5.2834 2.5653
H -1.6404 -1.9599 2.2032
H 2.6884 -5.1978 0.2152
H 4.6643 -4.6078 -1.1801
H 5.3810 -2.2136 -1.2899
H 4.1010 -0.5327 0.0326
N 0.2229 2.9000 -4.1988
C -0.5264 3.8627 -3.5586
C -0.4702 3.5455 -2.2350
N 0.2934 2.4190 -2.0546
C 0.6839 2.0487 -3.2470
C 1.4585 0.8386 -3.5136
N 1.7394 -0.0691 -2.6120
C 2.4232 -1.0516 -3.2824
C 2.5576 -0.7285 -4.5978
N 1.9491 0.4947 -4.7349
H 0.3264 2.8085 -5.1932
H -1.0355 4.6415 -4.0976
H -0.9614 4.0245 -1.4033
H 2.7432 -1.9520 -2.7842
H 2.9788 -1.2526 -5.4369
H 1.7377 0.9274 -5.6164
Cl -4.6272 2.6832 5.7540
C -3.7835 2.4277 4.2360
C -4.2197 3.0741 3.1106
C -3.5710 2.8961 1.8905
I -4.2354 3.9383 0.2076
C -2.4534 2.0465 1.7050
O -1.8591 1.8845 0.6168
C -1.9997 1.3803 2.9405
N -0.9007 0.5917 2.8315
C -0.4175 0.0171 3.9051
C -0.9975 0.1488 5.1784
C -2.1168 0.9191 5.3128
C -2.6560 1.5787 4.1858
H -5.0748 3.7337 3.1779
H 0.4688 -0.5978 3.7682
H -0.5589 -0.3554 6.0305
H -2.5949 1.0439 6.2753
C 3.9472 0.5525 4.0515
C 3.4595 1.2509 2.8271
C 3.5477 2.5643 2.4185
C 2.8649 2.6207 1.1807
N 2.4047 1.4256 0.8527
N 2.7715 0.6127 1.8634
C 2.6118 3.8038 0.3026
H 4.7161 1.1473 4.5413
H 4.3724 -0.4228 3.8078
H 3.1361 0.3947 4.7654
H 4.0176 3.3763 2.9491
H 2.5639 -0.3751 1.7740
H 3.2352 4.6463 0.6022
H 1.5660 4.1090 0.3605
H 2.8146 3.5579 -0.7391
F -0.4382 -0.4991 -6.8496
C -0.9430 -0.7419 -5.5725
C -0.6626 -1.9363 -4.9334
C -1.1029 -2.1513 -3.6416
C -1.8454 -1.1669 -2.8948
C -2.3235 -1.3545 -1.6053
C -2.0991 0.0502 -3.6302
C -1.6672 0.2435 -4.9276
H -0.0913 -2.6962 -5.4571
H -0.8841 -3.0995 -3.1608
H -2.2315 -2.3008 -1.0839
H -2.9334 -0.5830 -1.1477
H -2.6764 0.8296 -3.1429
H -1.8961 1.1661 -5.4534
*
```

Properties
* highest occupied orbital energy: -1.9 eV
* LUMO: 2.01 eV

---

Last place for stability: run ii

---

Run i
ORCA calculation (ωB97M-V with the def2-TZVPD basis set) on an isolated molecule of CH5FOP2.

ORCA input file:
```
! wB97M-V def2-TZVPD RIJCOSX def2/J DEFGRID3
* xyz 0 1
C 1.8572 0.2523 -0.0470
O 0.4827 0.5587 -0.1290
F -0.5342 -1.9970 -0.6821
P -2.3233 0.4590 -0.3247
P -0.6321 -0.5244 0.4652
H 2.1840 0.4627 1.0103
H 2.2274 0.6732 -0.9048
H 2.1127 -0.7667 -0.3094
H -2.1246 1.3069 0.6362
H -3.2499 -0.4247 0.2855
*
```

Properties
* SMILES: COP(F)#[PH2]
* highest occupied orbital energy: -9.1 eV
* LUMO: 0.86 eV

---

Run ii
ORCA calculation (ωB97M-V with the def2-TZVPD basis set) on a cluster of 2 separate species, CH5FOP2 in total.

ORCA input file:
```
! wB97M-V def2-TZVPD RIJCOSX def2/J DEFGRID3
* xyz 0 1
C 0.7529 -0.8076 -0.7972
O -0.9455 1.8056 0.6146
F -0.1238 -1.5495 3.1195
P -1.5480 0.4543 1.3734
P 0.1437 -0.0118 2.5730
H -0.2648 -0.8300 -0.6733
H 1.0125 -1.8433 -0.7349
H 1.0601 0.0271 -1.3144
H -1.3681 1.8674 -0.2791
H -2.2448 1.1241 2.2627
*
```

Properties
* highest occupied orbital energy (alpha / beta): -8.9 / -8.3 eV
* LUMO (alpha / beta): -1.06 / -0.16 eV

---

Last place for stability: run ii

---

Run i
ORCA calculation (ωB97M-V with the def2-TZVPD basis set) on an isolated molecule of C20H23N3O4.

ORCA input file:
```
! wB97M-V def2-TZVPD RIJCOSX def2/J DEFGRID3
* xyz 0 1
C -1.6977 0.3888 4.3647
C -1.1654 1.6415 3.6858
H -1.8848 2.0134 2.9420
H -0.9842 2.4346 4.4245
O 0.0403 1.2779 3.0476
C 0.7272 2.1989 2.3143
C 0.4219 3.5465 2.2251
C 1.2150 4.3898 1.4589
C 2.3101 3.8934 0.7807
C 2.6220 2.5442 0.8516
C 1.8378 1.6892 1.6083
N 2.0579 0.3128 1.7186
C 3.0722 -0.4223 1.2121
O 4.0188 0.0007 0.5852
C 2.8790 -1.9243 1.4923
N 1.8007 -2.4588 0.6873
C 0.5140 -2.3439 1.0420
O 0.1285 -1.8649 2.0939
C -0.4518 -2.8647 -0.0314
N -0.4600 -1.9837 -1.1819
C 0.4913 -2.0367 -2.1346
O 1.4214 -2.8217 -2.0839
C 0.3262 -1.0268 -3.2608
C -1.1112 -0.7754 -3.6103
C -1.7814 0.3432 -3.1278
C -3.1166 0.5488 -3.4308
C -3.7988 -0.3640 -4.2163
C -3.1399 -1.4826 -4.6994
C -1.8059 -1.6872 -4.3972
H -1.2927 -2.5595 -4.7751
H -3.6669 -2.1965 -5.3146
H -4.8393 -0.2028 -4.4546
H -3.6232 1.4254 -3.0546
H -1.2514 1.0653 -2.5210
H 0.8109 -0.1031 -2.9326
H 0.8790 -1.4089 -4.1205
H -1.1704 -1.2705 -1.2341
H -0.1280 -3.8572 -0.3585
H -1.4570 -2.9192 0.3862
H 2.0143 -2.7721 -0.2567
H 2.6317 -2.0738 2.5471
H 3.8005 -2.4504 1.2433
H 1.3250 -0.1731 2.2331
H 3.4732 2.1468 0.3248
H 2.9280 4.5519 0.1901
H 0.9674 5.4391 1.4022
H -0.4271 3.9513 2.7535
H -1.0417 0.1007 5.1811
H -1.7225 -0.4270 3.6471
H -2.6962 0.5672 4.7531
*
```

Properties
* SMILES: CCOc1ccccc1NC(=O)CNC(=O)CNC(=O)Cc1ccccc1
* highest occupied orbital energy: -8.0 eV
* LUMO: 0.51 eV

---

Run ii
ORCA calculation (ωB97M-V with the def2-TZVPD basis set) on an isolated molecule of C20H23N3O4.

ORCA input file:
```
! wB97M-V def2-TZVPD RIJCOSX def2/J DEFGRID3
* xyz 0 1
N 3.2545 2.8821 2.1737
C 3.9555 2.0306 2.9353
O 5.1071 2.1998 3.2686
C 3.1207 0.8052 3.3832
N 2.8537 -0.0874 2.2592
C 1.8688 0.1697 1.3910
O 1.2113 1.2107 1.4315
C 1.5690 -0.8337 0.3467
N 2.0401 -2.0567 0.2890
O 1.4927 -2.6488 -0.7940
C 0.6749 -1.7801 -1.4150
C 0.6769 -0.5981 -0.7347
H 0.1399 0.3024 -0.9394
C -0.0273 -2.2327 -2.6558
O -0.8404 -1.2415 -3.2157
C -1.9798 -0.8583 -2.5466
C -2.4442 -1.4157 -1.3635
C -3.6126 -0.9306 -0.8037
C -4.3368 0.0993 -1.3865
C -3.8712 0.6548 -2.5775
C -2.7010 0.1706 -3.1403
H -2.3238 0.5907 -4.0602
C -4.5865 1.7936 -3.2517
C -6.0244 1.9438 -2.7681
C -6.0484 1.9370 -1.2449
C -5.6121 0.5667 -0.7391
H -6.3986 -0.1638 -0.9585
H -5.4842 0.5863 0.3458
H -5.3666 2.7028 -0.8690
H -7.0499 2.1657 -0.8754
H -6.6285 1.1147 -3.1431
H -6.4488 2.8722 -3.1550
H -4.0375 2.7164 -3.0366
H -4.5621 1.6493 -4.3341
H -3.9685 -1.3661 0.1192
H -1.9143 -2.2117 -0.8645
H -0.5911 -3.1541 -2.4450
H 0.7184 -2.4642 -3.4252
C 3.6877 -1.2739 2.3105
C 4.6892 -0.9769 3.4238
H 5.0422 -1.8832 3.9099
C 3.9019 -0.0652 4.3610
H 4.5529 0.5408 4.9865
H 3.2219 -0.6418 4.9884
H 5.5442 -0.4288 3.0295
H 4.1622 -1.4531 1.3447
H 3.0711 -2.1464 2.5471
H 2.1703 1.1754 3.7826
H 3.7172 3.6915 1.7928
H 2.3242 2.6266 1.8550
*
```

Properties
* SMILES: NC(=O)[C@@H]1CCCN1C(=O)c1cc(COc2ccc3c(c2)CCCC3)on1
* highest occupied orbital energy: -8.5 eV
* LUMO: 0.64 eV

---

Last place for stability: run ii